Entry 1:
A cluster of 2 separate species, C3H9N in total in a non-equilibrium geometry. Source: the Open Molecules 2025 dataset; level of theory: ωB97M-V/def2-TZVPD.

- LUMO: 0.036 hartree
- Highest occupied orbital energy: -9.004 eV
- Energy above the lowest of the compared OMol25 structures with the same formula, charge and spin: 261.9 kJ/mol
- HOMO-LUMO gap: 9.99 eV
- Calculated total energy: -174.35331 Eh
- SMILES: C=C.CN

Geometry as ORCA input:
```
! wB97M-V def2-TZVPD RIJCOSX def2/J DEFGRID3
* xyz 0 1
N 1.687 -0.265 -0.383
C -1.898 0.617 0.454
C -1.715 0.813 1.819
C 1.560 -0.924 -1.606
H -0.683 0.990 2.246
H 2.653 -1.296 -1.886
H -1.382 1.362 -0.070
H -2.367 0.042 2.405
H 1.040 0.527 -0.160
H 1.670 -0.922 0.326
H 0.821 -1.664 -1.789
H -2.640 -0.038 -0.013
H 1.397 -0.184 -2.375
*
```



Entry 2:
A cluster of 2 separate species, C3H9N in total in a non-equilibrium geometry. Source: the Open Molecules 2025 dataset; level of theory: ωB97M-V/def2-TZVPD.

- LUMO: 0.033 hartree
- Highest occupied orbital energy: -9.547 eV
- Energy above the lowest of the compared OMol25 structures with the same formula, charge and spin: 136.5 kJ/mol
- HOMO-LUMO gap: 10.45 eV
- Calculated total energy: -174.40104 Eh
- SMILES: C=CC.N

Geometry as ORCA input:
```
! wB97M-V def2-TZVPD RIJCOSX def2/J DEFGRID3
* xyz 0 1
N -4.504 1.888 1.374
C 1.226 0.063 -0.312
C 2.394 -0.576 -0.997
C 3.017 -1.661 -0.536
H -4.292 1.432 2.247
H 3.479 -2.437 -1.143
H 2.360 -0.559 -2.083
H -5.400 1.577 1.001
H -3.927 1.479 0.641
H 3.043 -2.036 0.489
H 0.355 -0.019 -0.987
H 0.923 -0.292 0.662
H 1.326 1.141 -0.356
*
```



Entry 3:
The molecule C3H9N in a non-equilibrium geometry. Source: the Open Molecules 2025 dataset; level of theory: ωB97M-V/def2-TZVPD.

- LUMO: 0.044 hartree
- Highest occupied orbital energy: -8.619 eV
- Energy above the lowest of the compared OMol25 structures with the same formula, charge and spin: 69.1 kJ/mol
- HOMO-LUMO gap: 9.83 eV
- Calculated total energy: -174.42674 Eh
- SMILES: CN(C)C

Geometry as ORCA input:
```
! wB97M-V def2-TZVPD RIJCOSX def2/J DEFGRID3
* xyz 0 1
N 0.299 -0.447 0.052
C 1.060 0.698 -0.437
C -0.738 -0.821 -0.884
C -0.244 -0.031 1.346
H 1.461 0.473 -1.410
H -1.475 0.002 -1.023
H 1.935 1.003 0.189
H 0.407 1.560 -0.487
H 0.571 0.216 2.006
H -0.268 -1.059 -1.832
H -0.913 -0.807 1.772
H -1.240 -1.688 -0.476
H -0.854 0.902 1.184
*
```



Entry 4:
The molecule C3H9N2 in a non-equilibrium geometry. Source: the Open Molecules 2025 dataset; level of theory: ωB97M-V/def2-TZVPD.

- LUMO (alpha / beta): 0.036 / 0.032 hartree
- Highest occupied orbital energy (alpha / beta): -3.581 / -6.308 eV
- Energy above the lowest of the compared OMol25 structures with the same formula, charge and spin: 366.6 kJ/mol
- HOMO-LUMO gap (alpha / beta): 4.56 / 7.18 eV
- Calculated total energy: -229.00156 Eh

Geometry as ORCA input:
```
! wB97M-V def2-TZVPD RIJCOSX def2/J DEFGRID3
* xyz 0 2
N 0.894 0.397 1.378
N -0.510 0.819 -1.836
C -0.151 -1.553 0.099
C -0.111 -0.149 0.306
C -0.574 0.840 -0.533
H 1.087 -0.212 2.130
H -1.215 1.523 -2.304
H 0.770 -1.967 0.051
H -0.747 -1.887 0.989
H -0.688 -1.993 -0.690
H 1.700 0.856 1.006
H 0.446 1.105 1.936
H -1.141 1.740 -0.056
H 0.240 0.479 -2.477
*
```



Entry 5:
A cluster of 2 separate species, C3H9N2 in total in a non-equilibrium geometry. Source: the Open Molecules 2025 dataset; level of theory: ωB97M-V/def2-TZVPD.

- LUMO (alpha / beta): 0.020 / 0.019 hartree
- Highest occupied orbital energy (alpha / beta): -3.391 / -8.786 eV
- Energy above the lowest of the compared OMol25 structures with the same formula, charge and spin: 239.7 kJ/mol
- HOMO-LUMO gap (alpha / beta): 3.93 / 9.30 eV
- Calculated total energy: -229.04989 Eh

Geometry as ORCA input:
```
! wB97M-V def2-TZVPD RIJCOSX def2/J DEFGRID3
* xyz 0 2
N -0.898 -0.496 1.643
N 1.118 0.521 0.320
C 0.743 0.272 -2.108
C 1.171 -0.238 -0.931
C -2.041 -0.298 1.080
H 1.530 -1.262 -0.784
H 0.794 -0.289 -3.009
H 0.326 0.014 1.000
H -2.989 -0.713 1.462
H 0.369 1.298 -2.213
H 0.874 1.465 0.138
H -0.993 -1.096 2.489
H -2.073 0.311 0.180
H 2.069 0.512 0.733
*
```



Entry 6:
The molecule C3H9N2 in a non-equilibrium geometry. Source: the Open Molecules 2025 dataset; level of theory: ωB97M-V/def2-TZVPD.

- LUMO (alpha / beta): 0.033 / 0.022 hartree
- Highest occupied orbital energy (alpha / beta): -3.962 / -8.466 eV
- Energy above the lowest of the compared OMol25 structures with the same formula, charge and spin: 216.4 kJ/mol
- HOMO-LUMO gap (alpha / beta): 4.85 / 9.07 eV
- Calculated total energy: -229.05875 Eh

Geometry as ORCA input:
```
! wB97M-V def2-TZVPD RIJCOSX def2/J DEFGRID3
* xyz 0 2
N -0.030 0.687 -0.120
N 2.194 -0.171 -0.400
C -2.157 -0.244 0.695
C 0.781 -0.532 -0.490
C -1.011 0.461 0.941
H -0.907 1.140 1.766
H -2.246 -0.995 -0.077
H -2.997 -0.056 1.348
H 0.501 -1.251 0.273
H 2.850 -0.934 -0.268
H 0.546 -0.846 -1.507
H 2.419 0.287 -1.263
H -0.541 1.004 -0.993
H 0.597 1.451 0.094
*
```



Entry 7:
A cluster of 2 separate species, C3H9N2 in total in a non-equilibrium geometry. Source: the Open Molecules 2025 dataset; level of theory: ωB97M-V/def2-TZVPD.

- LUMO: -0.303 hartree
- Highest occupied orbital energy: -13.779 eV
- Energy above the lowest of the compared OMol25 structures with the same formula, charge and spin: 552.9 kJ/mol
- HOMO-LUMO gap: 5.53 eV
- Calculated total energy: -228.77620 Eh

Geometry as ORCA input:
```
! wB97M-V def2-TZVPD RIJCOSX def2/J DEFGRID3
* xyz 1 1
N -2.311 -0.906 1.505
N 2.349 0.032 -0.313
C 0.958 0.323 -0.344
C 0.212 0.305 0.714
C 0.245 0.523 -1.676
H -2.995 -0.175 1.519
H 0.257 1.590 -1.896
H 2.844 0.910 -0.139
H -1.620 -0.811 0.805
H -2.720 -1.806 1.703
H 0.232 0.448 1.793
H 2.613 -0.638 0.405
H -0.782 0.169 -1.551
H 0.718 0.037 -2.527
*
```



Entry 8:
The ion C3H9N2 with charge +1 in a non-equilibrium geometry. Source: the Open Molecules 2025 dataset; level of theory: ωB97M-V/def2-TZVPD.

- LUMO: -0.179 hartree
- Highest occupied orbital energy: -15.106 eV
- Energy above the lowest of the compared OMol25 structures with the same formula, charge and spin: 173.5 kJ/mol
- HOMO-LUMO gap: 10.24 eV
- Calculated total energy: -228.92072 Eh
- SMILES: CCNC=[NH2+]

Geometry as ORCA input:
```
! wB97M-V def2-TZVPD RIJCOSX def2/J DEFGRID3
* xyz 1 1
N -0.534 -0.084 2.359
N -0.073 0.524 0.070
C 0.884 0.159 -1.022
C 0.061 -0.136 -2.331
C -0.308 -0.389 1.043
H -0.899 0.422 -2.206
H -0.093 -1.462 0.812
H -0.080 -1.145 -2.383
H 1.569 0.988 -1.175
H -0.748 0.819 2.653
H 1.443 -0.667 -0.473
H -0.478 -0.946 3.074
H 0.638 0.149 -3.305
H -0.921 0.967 -0.138
*
```



Entry 9:
The ion C3H9N2 with charge +1 in a non-equilibrium geometry. Source: the Open Molecules 2025 dataset; level of theory: ωB97M-V/def2-TZVPD.

- LUMO: -0.139 hartree
- Highest occupied orbital energy: -15.247 eV
- Energy above the lowest of the compared OMol25 structures with the same formula, charge and spin: 78.5 kJ/mol
- HOMO-LUMO gap: 11.46 eV
- Calculated total energy: -228.95692 Eh
- SMILES: CC/[NH+]=C/N

Geometry as ORCA input:
```
! wB97M-V def2-TZVPD RIJCOSX def2/J DEFGRID3
* xyz 1 1
N 1.089 0.545 2.318
N -0.026 0.245 0.304
C -1.057 0.095 -1.965
C 0.863 -0.107 1.214
C -0.248 -0.617 -0.803
H 1.717 0.068 2.970
H -0.597 0.975 -2.442
H -0.466 1.106 0.319
H -2.039 0.308 -1.533
H 1.363 -1.033 1.138
H 0.922 1.462 2.829
H 0.620 -1.052 -1.189
H -0.854 -1.361 -0.425
H -1.288 -0.633 -2.734
*
```



Entry 10:
The ion C3H9N2 with charge +1 in a non-equilibrium geometry. Source: the Open Molecules 2025 dataset; level of theory: ωB97M-V/def2-TZVPD.

- LUMO: -0.133 hartree
- Highest occupied orbital energy: -15.434 eV
- Energy above the lowest of the compared OMol25 structures with the same formula, charge and spin: 19.1 kJ/mol
- HOMO-LUMO gap: 11.81 eV
- Calculated total energy: -228.97955 Eh
- SMILES: CCNC=[NH2+]

Geometry as ORCA input:
```
! wB97M-V def2-TZVPD RIJCOSX def2/J DEFGRID3
* xyz 1 1
N 0.051 2.217 -1.058
N 0.197 0.624 0.591
C -0.257 1.028 -0.555
C 0.031 -1.765 -0.017
C -0.075 -0.786 1.101
H 0.926 -1.764 -0.650
H -0.831 0.358 -1.181
H -1.062 -0.768 1.554
H -0.313 2.413 -1.975
H 0.142 -2.775 0.380
H 0.564 2.908 -0.562
H 0.668 -1.031 1.859
H 0.856 1.198 1.095
H -0.895 -1.858 -0.582
*
```